DFT (ωB97M-V/def2-TZVPD) results for C5H10ClPS in the gas phase.

Calculated values
energy relative to the best compared isomer or geometry (same formula, charge and spin)	39.9	kcal/mol
molecular weight	168.6	g/mol
SMILES	C=[P@]1(Cl)CC[C@H](C)S1
DFT total energy	-1396.194354	a.u.
orbital gap	8.901	eV

XYZ file:
```
18
Properties=species:S:1:pos:R:3:forces:R:3:lowdin_charge:R:1
C 2.39766 -1.16357 -1.28717 0.2 -0.3 -1.1 -0.36
P 1.83990 -0.22141 -0.09387 -1.4 2.1 1.6 0.16
Cl 3.27310 0.64803 1.02316 0.3 -0.2 0.1 0.30
C 0.64659 -1.05378 0.98209 -1.5 1.1 1.1 -0.31
C -0.76824 -0.60036 0.47474 1.0 -0.1 -0.4 -0.30
C -0.91488 0.92001 0.37863 1.9 -0.3 0.3 -0.71
C -2.08314 1.30879 -0.44120 -3.6 -1.5 0.0 -0.18
S 0.56840 1.51933 -0.54612 0.4 -0.4 0.7 0.64
H 3.10100 -0.56708 -1.83942 0.8 -0.1 -0.4 -0.02
H 1.51838 -1.27435 -1.92882 0.0 -0.6 -0.1 0.01
H 0.58720 -0.78473 2.08577 1.0 -0.1 -1.4 0.12
H 0.92994 -2.09515 0.88900 -0.5 -0.3 0.0 0.08
H -1.07700 -1.03621 -0.44418 0.1 -0.5 -1.0 0.10
H -1.50775 -0.86352 1.17266 -1.0 -0.8 1.1 0.09
H -0.94779 1.17403 1.45127 0.1 1.0 -0.6 0.12
H -1.90611 1.30855 -1.54156 -0.2 -0.6 0.9 0.08
H -2.70214 2.17013 -0.25829 0.9 1.3 0.5 0.06
H -2.95512 0.61129 -0.07669 1.4 0.3 -1.3 0.12
```
Positions in Å, forces in eV/Å.